1.
DFT (ωB97M-V with the def2-TZVPD basis set) results for a molecular structure, C14H16Cl5RuS4 at a distorted geometry.

Positions of all 40 atoms, in Å:
Ru1 -0.27685 0.31896 0.36469
C1 1.33710 -2.57606 0.05437
C2 1.93600 -1.62618 -0.97999
S1 2.03226 -0.00708 -0.15563
C3 2.21210 1.36161 -1.33424
C4 1.99652 2.63238 -0.50473
S2 0.44891 2.58900 0.51401
C5 1.09938 2.70987 2.24469
C6 0.36078 1.83632 3.24763
S3 0.41616 0.17564 2.53360
C7 -0.76487 -1.03447 3.18161
C8 -0.40264 -2.31212 2.41561
S4 -0.34310 -2.01808 0.58904
H1 1.96006 -2.63284 0.94747
H2 1.22333 -3.57614 -0.36122
H3 1.34451 -1.56993 -1.89320
H4 2.94179 -1.96286 -1.23336
H5 1.49027 1.26216 -2.14304
H6 3.22097 1.35742 -1.74801
H7 1.90889 3.49777 -1.15946
H8 2.82824 2.80758 0.17638
H9 1.01392 3.75809 2.53000
H10 2.15463 2.43934 2.20895
H11 -0.65541 2.15519 3.43449
H12 0.92233 1.82116 4.18332
H13 -1.79176 -0.71670 3.01400
H14 -0.59164 -1.18137 4.24900
H15 -1.14908 -3.08593 2.58510
H16 0.57242 -2.69013 2.72015
Cl1 -2.75685 2.65698 2.17434
C9 -3.13110 1.79056 0.75842
C10 -2.12867 1.00980 0.09750
C11 -2.48760 0.54195 -1.20330
Cl2 -1.11393 -0.09902 -2.06532
C12 -3.73045 0.55883 -1.75198
Cl3 -4.06977 -0.11923 -3.25830
C13 -4.75237 1.20862 -0.97117
Cl4 -6.30014 1.24254 -1.53870
C14 -4.42464 1.83862 0.28259
Cl5 -5.64821 2.63874 1.13019

Results
- Frontier orbital gap (spin up / spin down): 5.4 / 5.4 eV
- Molecular weight: 590.88 g mol⁻¹
- HOMO (spin up / spin down): -18.3 / -18.3 eV
- LUMO energy (spin up / spin down): -0.476 / -0.476 Eh
- Net charge: +3
- DFT total energy: -123284.1107 eV

---

2.
DFT (ωB97M-V with the def2-TZVPD basis set) results for a molecular structure, C14H16F3NO3RhS3 at a distorted geometry.

Positions of all 41 atoms, in Å:
Rh1 0.17937 0.62265 0.46456
C1 -0.62114 -3.70293 0.66468
C2 -0.05255 -2.55148 1.48645
C3 0.71619 -3.07527 2.70088
O1 0.84384 -1.75409 0.71345
C4 -1.23495 -1.65090 2.04958
O2 -2.21244 -2.25071 2.48757
O3 -1.04365 -0.41547 2.03393
H1 0.13061 -4.47498 0.50215
H2 -0.98495 -3.34752 -0.30107
H3 -1.46285 -4.12445 1.21171
H4 1.51136 -3.74560 2.37408
H5 0.03297 -3.60995 3.35719
H6 1.15729 -2.24130 3.24299
H7 0.76433 -2.00635 -0.21541
C5 4.44490 2.70849 0.61369
C6 3.02059 2.29803 0.86755
S1 2.60056 0.72386 0.29393
C7 2.12804 3.08925 1.52209
C8 2.47628 4.44789 2.05691
S2 0.50816 2.58149 1.85691
H8 4.94449 1.92978 0.04505
H9 4.98039 2.84490 1.55425
H10 4.49013 3.63825 0.04435
H11 3.52332 4.68590 1.90335
H12 2.25374 4.49058 3.12128
H13 1.86573 5.20836 1.57200
F1 -3.57906 1.66429 -4.59799
C9 -2.33779 1.16028 -4.35769
F2 -2.07480 0.39005 -5.45099
F3 -1.50742 2.19269 -4.44257
C10 -2.32427 0.34584 -3.10565
C11 -3.25208 -0.68814 -3.06415
C12 -3.36597 -1.46898 -1.92745
C13 -2.52308 -1.17926 -0.86360
N1 -1.60365 -0.23686 -0.90794
C14 -1.48644 0.56424 -1.99045
S3 -0.31080 1.78229 -1.81003
H14 -3.89571 -0.85942 -3.91617
H15 -4.08691 -2.26655 -1.85721
H16 -2.61177 -1.71891 0.06781

Results
- Frontier orbital gap (spin up / spin down): 5.7 / 5.9 eV
- Molecular weight: 502.39 g mol⁻¹
- HOMO (spin up / spin down): -3.8 / -3.7 eV
- LUMO energy (spin up / spin down): 0.072 / 0.080 Eh
- Net charge: -1
- DFT total energy: -66079.2697 eV

---

3.
DFT (ωB97M-V with the def2-TZVPD basis set) results for a molecular structure, C14H16N2O4 at a distorted geometry.

Positions of all 36 atoms, in Å:
C1 -4.74407 -2.25743 0.04790
C2 -3.42628 -1.39315 -0.10511
C3 -2.24831 -1.76166 -0.70804
C4 -1.22093 -1.09797 -0.77861
C5 -1.27163 0.05062 -0.38653
C6 -2.52168 0.61788 0.40008
C7 -3.69208 -0.21361 0.58478
C8 -4.86737 0.47878 0.93008
H1 -5.72330 0.48778 0.24446
H2 -4.64477 1.42782 1.39278
H3 -5.20490 0.04143 1.91871
H4 -2.58825 1.80100 0.64851
N1 -0.10299 0.79520 -0.45263
C9 0.13704 2.31487 0.14402
O1 -0.69058 2.92247 0.57083
C10 1.40493 2.74914 -0.04678
C11 2.69436 2.07403 -0.42452
C12 2.99412 0.77701 -0.65404
O2 2.37551 0.04517 -1.14954
N2 4.33317 0.65099 -0.49614
H5 4.90753 1.31376 -0.30976
C13 4.79358 -0.62448 -0.56760
C14 5.38795 -1.17516 0.65628
O3 5.89738 -2.28826 0.89199
O4 5.12084 -0.30897 1.38637
H6 5.49722 -0.85750 2.45300
H7 5.75533 -0.93126 -1.43559
H8 4.15313 -1.20952 -1.13509
H9 3.42484 2.87617 -0.43146
H10 1.49913 3.81384 0.06720
H11 0.66636 0.59104 -0.82671
H12 -0.40279 -1.46944 -1.33013
H13 -2.34990 -2.81460 -1.06446
H14 -5.65196 -1.92287 -0.58538
H15 -5.13577 -2.47882 1.00094
H16 -4.55485 -3.02431 -0.44983

Results
- Frontier orbital gap: 6.0 eV
- Molecular weight: 276.29 g mol⁻¹
- HOMO: -7.2 eV
- LUMO energy: -0.045 Eh
- DFT total energy: -25934.8385 eV

---

4.
DFT (ωB97M-V with the def2-TZVPD basis set) results for 2 unconnected molecules or ions with the total composition C14H16O at a distorted geometry.

Positions of all 31 atoms, in Å:
C1 -2.91282 2.13799 2.54595
C2 -0.70483 1.73861 1.52416
C3 -1.46344 1.87706 2.68757
C4 0.70278 1.53256 1.63545
C5 -0.79892 1.92103 3.93806
C6 1.33365 1.49680 2.85104
C7 0.56324 1.72420 3.98811
H1 -1.15902 1.50052 0.56089
H2 1.10614 1.40890 0.63049
H3 -3.50105 1.27362 2.14788
H4 -3.05845 2.99828 1.85862
H5 -1.27787 2.24126 4.82950
H6 2.42119 1.69217 2.87546
H7 1.22243 2.17957 4.73149
H8 -3.29429 2.54211 3.48078
C8 0.64557 -4.35357 -1.58204
C9 -0.11567 -0.55871 -1.52422
C10 0.44433 -0.22399 -2.77986
C11 0.02363 -1.88217 -1.07505
C12 0.69613 -2.82747 -1.87044
C13 1.04807 -1.08265 -3.65393
C14 1.13703 -2.42773 -3.10830
O1 0.04002 1.05488 -3.22198
H9 -0.45660 0.26052 -0.92929
H10 -0.46966 -2.30981 -0.21646
H11 1.15950 -0.89540 -4.73830
H12 0.62826 1.14337 -4.00685
H13 -0.14939 -4.82271 -2.15743
H14 0.39170 -4.39452 -0.52234
H15 1.57058 -3.17568 -3.78005
H16 1.66027 -4.73500 -1.68195

Results
- Frontier orbital gap (spin up / spin down): 2.4 / 6.6 eV
- Molecular weight: 200.28 g mol⁻¹
- HOMO (spin up / spin down): 0.7 / -3.6 eV
- LUMO energy (spin up / spin down): 0.112 / 0.110 Eh
- Multiplicity: 2
- Net charge: -1
- DFT total energy: -16822.5294 eV